[1]
The following is a quantum chemistry calculation of a structure of composition C17H31CaN3O3S2Si, from the OMol25 dataset.

The geometry in XYZ format:
```
58
Properties=species:S:1:pos:R:3:forces:R:3
Ca -0.34985 -0.39181 -0.75291 0.234 -0.551 0.750
C -0.14595 3.64397 -1.70190 0.050 0.120 -0.029
C -1.20368 2.87796 -0.94114 -0.003 -0.106 0.119
C -2.43887 3.70465 -0.65485 0.040 0.088 0.097
O -0.64163 2.37875 0.31570 -0.109 0.127 -0.139
C -1.51621 1.51858 -1.58419 -0.394 0.418 -0.190
O -0.72997 1.06849 -2.44661 0.033 0.304 -0.380
O -2.34732 0.79123 -0.97839 -0.401 0.125 0.055
H 0.10738 4.55800 -1.15814 0.019 0.032 0.008
H -0.51061 3.93290 -2.68714 -0.027 -0.021 -0.004
H 0.74946 3.04012 -1.84080 -0.038 -0.024 0.022
H -2.17703 4.52410 0.01779 -0.021 0.032 -0.015
H -3.20758 3.09598 -0.18621 -0.020 -0.091 0.031
H -2.84111 4.13295 -1.57221 -0.019 -0.004 -0.065
H 0.01822 3.01568 0.60869 0.120 -0.042 0.002
C 5.40936 -1.70525 0.51384 0.005 -0.011 0.027
Si 5.02641 -2.01066 -1.28558 -0.152 0.023 0.029
C 5.36614 -0.50565 -2.33230 0.019 -0.006 -0.041
C 6.15376 -3.38859 -1.87868 -0.005 0.002 -0.023
C 3.24642 -2.60696 -1.51868 0.109 0.007 0.006
C 2.99984 -3.86658 -2.03012 -0.078 -0.108 -0.045
C 1.70106 -4.33993 -2.22726 0.053 0.057 0.025
C 0.67169 -3.49369 -1.90236 -0.094 -0.140 -0.056
N 0.86372 -2.26901 -1.40679 0.303 -0.037 -0.018
C 2.11859 -1.81309 -1.19626 0.227 0.408 0.227
S 2.32203 -0.19619 -0.48949 -0.129 -0.586 -0.240
H 6.45566 -1.41666 0.62351 0.075 0.020 0.029
H 5.24757 -2.61080 1.09959 0.000 -0.055 0.038
H 4.78298 -0.91752 0.92547 -0.024 0.041 0.006
H 6.41738 -0.22726 -2.24696 0.076 0.039 -0.006
H 4.75247 0.33830 -2.02786 -0.029 0.040 0.028
H 5.15888 -0.71550 -3.38229 -0.001 -0.009 -0.065
H 7.19041 -3.06539 -1.78039 0.083 0.030 0.014
H 5.99158 -3.63787 -2.92722 -0.020 -0.007 -0.085
H 6.04243 -4.30069 -1.29321 -0.024 -0.072 0.063
H 3.83091 -4.51008 -2.28639 0.060 -0.048 -0.019
H 1.50702 -5.32662 -2.62082 -0.012 -0.014 -0.010
H -0.36337 -3.79111 -2.03348 0.011 -0.016 -0.010
C -6.05126 0.32997 1.92825 -0.144 -0.028 0.021
C -4.70367 0.54798 1.27152 0.182 0.196 -0.254
N -3.79284 -0.57919 1.44018 -0.025 -0.271 -0.199
C -2.58453 -0.58783 2.00623 0.232 -0.148 -0.102
S -1.41501 -1.75759 1.52202 -0.210 0.116 0.062
N -2.26344 0.26895 2.97266 0.259 -0.039 0.007
C -3.12258 1.13196 3.76400 -0.155 -0.223 0.227
C -2.86097 2.60271 3.51711 0.028 0.252 -0.006
H -6.68274 1.20423 1.77777 -0.052 0.043 0.001
H -5.97207 0.14237 3.00010 0.035 0.029 -0.015
H -6.56151 -0.52803 1.49103 0.008 -0.027 -0.029
H -4.21018 1.45638 1.61705 -0.133 -0.149 -0.072
H -4.81455 0.67840 0.19422 -0.077 0.048 0.002
H -3.85998 -1.28939 0.72587 -0.021 0.033 0.052
H -1.30455 0.16547 3.27121 -0.063 0.062 0.012
H -2.93952 0.89000 4.81551 0.016 0.062 -0.047
H -4.16089 0.85505 3.57128 0.252 0.139 0.136
H -1.80829 2.84413 3.67325 -0.004 -0.061 0.036
H -3.44647 3.20565 4.21034 -0.042 0.048 -0.001
H -3.10314 2.90400 2.49646 0.001 -0.050 0.033
```
Positions in Å, forces in eV/Å.

Results
- highest occupied orbital energy (eV) = -7.281
- frontier orbital gap (eV) = 7.71

=====

[2]
The following is a quantum chemistry calculation of a structure of composition C17H31Cl2IrNO3P2, from the OMol25 dataset.

The geometry in XYZ format:
```
57
Properties=species:S:1:pos:R:3:forces:R:3
Ir 0.11572 -0.20093 0.28655 0.034 -0.590 -0.133
P 2.42104 -0.17896 -0.05101 0.527 0.693 0.543
P -2.26071 0.15398 0.43259 -0.305 0.518 0.467
N 0.00770 0.47988 -1.40463 -0.465 2.363 -3.818
H 0.69682 -1.30925 1.42420 0.189 -2.479 1.194
C 2.81201 -1.61423 -1.09852 0.504 -0.029 0.043
H 3.89083 -1.81564 -1.07958 -0.172 -0.056 -0.119
H 2.49819 -1.39542 -2.12743 0.018 -0.012 0.281
H 2.26357 -2.49421 -0.74425 0.176 0.324 -0.140
C 3.37634 -0.25225 1.49813 0.525 -0.289 -0.147
H 4.41684 -0.54108 1.30008 -0.082 0.083 0.157
H 2.91467 -0.98241 2.17338 0.111 0.156 -0.156
H 3.36617 0.73019 1.98938 -0.117 -0.221 -0.218
C 3.05071 1.30055 -0.91175 0.353 -0.071 -0.094
H 4.14849 1.32433 -0.89816 -0.177 -0.057 -0.010
H 2.67726 2.19907 -0.40689 -0.039 -0.261 -0.044
H 2.71660 1.31342 -1.95532 -0.014 -0.023 0.244
C -3.20778 -1.11832 -0.46826 -0.186 0.176 0.154
H -4.27922 -0.88406 -0.42160 0.159 -0.033 -0.134
H -3.00987 -2.10375 -0.03283 -0.043 0.340 -0.154
H -2.85354 -1.11320 -1.50820 -0.140 -0.064 0.260
C -2.92780 0.22328 2.12364 -0.636 -0.004 -0.151
H -4.02146 0.23745 2.03690 0.036 0.066 0.300
H -2.58205 1.13527 2.62917 -0.029 -0.289 -0.174
H -2.61548 -0.65829 2.69419 -0.114 0.357 -0.200
C -2.80649 1.72687 -0.32883 -0.340 -0.162 0.204
H -3.88644 1.82913 -0.14202 0.240 0.138 -0.154
H -2.62006 1.70193 -1.41134 -0.021 0.043 0.346
H -2.27440 2.57555 0.12446 -0.105 -0.294 -0.148
C -0.00449 1.43400 -2.35226 -0.045 -0.577 -0.336
C -0.01002 1.90756 -4.73085 -0.005 0.148 -0.024
C -0.03075 0.98515 -3.70900 0.022 0.217 0.593
C 0.01741 2.83996 -2.06041 0.003 -0.801 0.274
C 0.02317 3.74158 -3.10415 -0.007 -0.021 -0.142
C 0.01402 3.28198 -4.43117 0.014 -0.039 -0.153
H -0.01354 1.55225 -5.76137 -0.018 0.268 0.176
H -0.06582 -0.10202 -3.83568 0.032 0.472 -0.254
H 0.03248 3.13963 -1.00621 0.025 -0.064 -0.435
H 0.03651 4.81192 -2.87613 0.002 -0.372 -0.230
H 0.02607 3.99687 -5.24996 -0.003 -0.078 0.154
C -0.06016 -2.45248 1.33551 1.176 -0.685 0.349
O -0.69638 -2.15387 0.15282 -0.776 -0.622 0.578
C 0.70215 -3.77291 1.18844 0.274 0.201 0.296
H 1.07362 -4.08864 2.17741 -0.027 -0.035 -0.509
H 1.55056 -3.71928 0.50104 -0.220 -0.088 0.045
H -0.01602 -4.51599 0.80729 0.232 0.058 0.113
C -0.81972 -2.43902 2.64565 0.024 -0.216 0.046
H -1.86512 -2.74292 2.50296 0.085 0.039 0.121
H -0.74002 -1.46102 3.12312 -0.284 -0.027 -0.092
H -0.31668 -3.15406 3.30739 -0.400 0.144 0.053
Cl 1.83717 3.99694 2.85009 -0.265 0.111 -0.001
C 0.46462 2.95631 3.27642 0.400 -0.964 -0.009
Cl -1.12144 3.72117 3.12983 0.020 0.305 -0.025
C 0.44683 1.67394 2.40654 -0.062 -0.611 -0.521
O 0.28895 0.60776 3.03687 0.216 1.259 -0.619
O 0.55005 1.79897 1.12027 -0.195 1.326 2.628
H 0.59837 2.62522 4.31037 -0.103 0.330 -0.275
```
Positions in Å, forces in eV/Å.

Results
- multiplicity = 6
- ⟨S²⟩ = 8.8198
- highest occupied orbital energy (spin up / spin down) (eV) = -4.722 / -8.414
- frontier orbital gap (spin up / spin down) (eV) = 5.32 / 7.14

=====

[3]
The following is a quantum chemistry calculation of a structure of composition C17H31Cl8MgO7, from the OMol25 dataset.

The geometry in XYZ format:
```
64
Properties=species:S:1:pos:R:3:forces:R:3
Mg 0.19611 5.79550 -3.15269 0.079 -0.967 0.176
C 0.36706 1.06967 -2.21782 -1.026 1.681 -0.856
O 0.19628 2.43951 -1.95969 0.225 -1.461 -0.057
H -0.42559 0.64764 -2.83564 -0.390 0.133 0.162
H 1.24854 0.85563 -2.82221 0.915 0.275 -0.178
H 0.55175 0.44661 -1.34273 0.179 0.327 0.688
C 1.42109 -5.10977 1.88684 0.420 0.411 0.503
C 1.19337 -5.26972 3.42889 -1.813 -1.238 -2.803
C -0.06212 -6.19357 3.74596 1.217 1.752 -0.137
O 0.46933 -6.98286 4.81478 -0.865 -0.379 0.174
C 1.80120 -7.03228 4.75495 2.864 -2.236 0.501
O 2.53606 -7.87755 5.29529 -2.726 3.256 -1.677
O 2.26209 -6.05056 3.89631 0.307 -0.591 1.408
H 0.69221 -4.52786 1.32274 -0.380 0.098 0.497
H 1.52122 -6.05282 1.34951 -0.053 -0.236 0.437
H 2.36707 -4.58407 1.75697 0.114 0.003 -0.013
H 1.08171 -4.28877 3.89081 0.380 -0.144 0.366
H -0.41872 -6.78990 2.90613 0.493 -0.349 0.049
H -0.89884 -5.55073 4.01939 0.024 -0.349 0.694
C -3.89984 2.57356 3.49723 -0.433 -0.139 -0.021
C -3.38397 1.55225 2.49327 0.773 -0.600 1.117
C -2.29446 0.66734 3.12043 0.778 0.539 0.146
O -2.53310 -0.64411 2.64006 -0.771 -0.159 -0.069
C -3.80949 -0.68475 2.19687 -2.489 -3.660 -0.682
O -4.46432 -1.71604 1.94584 2.662 3.561 0.741
O -4.33298 0.54671 2.08491 0.044 0.906 -0.198
H -4.68242 3.23664 3.12846 0.277 0.077 -0.394
H -3.03485 3.14949 3.82617 -0.039 0.242 -0.073
H -4.34077 2.14472 4.39710 0.185 -0.493 -0.070
H -2.86091 2.05704 1.68105 -0.873 -0.003 -0.692
H -2.31702 0.71448 4.20918 -0.083 -0.314 0.067
H -1.29898 0.95111 2.77897 0.002 0.067 0.149
Cl -0.44838 -3.25561 -7.07897 0.310 -0.443 -0.059
C 1.22922 -3.55523 -7.68610 -0.875 0.085 -1.011
C 2.24394 -3.23260 -6.65911 0.595 0.866 1.118
Cl 1.97184 -4.12099 -5.10108 0.291 0.117 -0.596
H 1.22954 -2.88582 -8.54633 0.671 0.173 0.162
H 1.37312 -4.54596 -8.11720 -0.516 -0.212 0.482
H 2.21913 -2.17710 -6.38820 -0.303 -0.030 0.026
H 3.27369 -3.38483 -6.98244 -0.165 -0.533 -0.116
Cl 7.46942 2.00364 -2.34094 0.169 -0.395 -0.478
C 6.10546 2.26546 -1.25365 0.120 0.249 0.335
C 6.62537 2.59823 0.12695 -0.263 0.738 -0.558
Cl 7.54664 1.27837 0.80160 0.177 -0.496 0.437
H 5.45593 1.39428 -1.16847 0.093 -0.018 -0.487
H 5.60502 3.13238 -1.68505 -0.360 -0.146 0.269
H 5.76737 2.82386 0.76022 0.187 0.030 0.204
H 7.29175 3.45574 0.03368 -0.116 0.034 0.293
Cl -0.67475 7.23192 4.40949 -0.110 -0.257 0.371
C 0.71728 7.37012 3.36745 1.526 -0.305 -1.353
C 1.35035 6.03633 2.90641 -1.017 -0.040 -0.070
Cl 1.93009 5.05498 4.23290 0.163 -0.423 0.796
H 1.52908 7.95856 3.79502 -0.420 0.182 0.399
H 0.36840 7.87281 2.46541 0.100 0.122 0.012
H 2.22128 6.10026 2.25411 -0.252 0.775 -0.111
H 0.58532 5.45282 2.39420 0.009 -0.059 -0.036
Cl -6.69165 2.06637 -5.14238 0.037 0.359 -0.250
C -5.36378 1.36800 -4.21739 -0.212 -1.416 0.261
C -5.86859 0.15598 -3.43737 -0.686 -0.589 -0.108
Cl -6.60391 -1.20138 -4.49561 0.830 1.287 0.785
H -4.99720 2.10944 -3.50747 0.048 -0.035 -0.098
H -4.57301 1.00039 -4.87133 -0.041 0.477 -0.220
H -6.66364 0.44422 -2.74968 -0.007 -0.084 -0.152
H -5.07132 -0.30729 -2.85614 0.021 -0.022 -0.199
```
Positions in Å, forces in eV/Å.

Results
- total charge = +1
- highest occupied orbital energy (eV) = -11.862
- frontier orbital gap (eV) = 2.75

=====

[4]
The following is a quantum chemistry calculation of a cluster of 2 separate species, C17H31ClFN2O4 in total, from the OMol25 dataset.

The geometry in XYZ format:
```
56
Properties=species:S:1:pos:R:3:forces:R:3
C -2.97970 -2.70242 2.75768 -0.089 -0.342 0.154
C -2.74589 -1.22922 2.91075 -0.402 -0.306 0.056
O -1.55789 -0.92524 2.17349 -0.614 0.215 0.311
C -1.24025 0.37763 2.29523 -0.563 0.610 0.259
C 0.12866 0.67319 1.94290 0.089 -1.102 -0.941
C 0.68584 1.99245 2.35529 0.075 0.537 -0.435
C 0.88724 1.98890 3.86819 0.176 -0.303 0.145
C -0.21682 3.15923 1.97399 0.053 0.126 0.029
C 1.06561 -0.45647 1.83420 -0.237 -0.162 0.220
O 0.85694 -1.58480 1.41597 0.547 0.255 0.002
O 2.27897 -0.05147 2.28890 0.829 -0.491 -0.006
C 3.39696 -0.97550 2.31019 -0.318 0.207 -0.477
C 3.39547 -1.88588 3.51028 -0.199 -0.130 0.184
O -2.06784 1.18389 2.73617 0.761 -0.825 -0.441
H -3.92709 -2.94685 3.23907 -0.003 -0.162 -0.024
H -3.03590 -2.99365 1.70409 0.022 0.019 0.136
H -2.18309 -3.27067 3.24976 -0.133 0.026 -0.194
H -3.59757 -0.64397 2.54221 0.256 -0.082 0.036
H -2.60600 -0.97499 3.97219 0.016 0.074 -0.335
H 1.62819 2.09018 1.79648 -0.010 0.201 0.514
H 1.57565 1.17899 4.13161 -0.186 0.277 0.207
H 1.27855 2.93863 4.24101 -0.008 -0.043 -0.061
H -0.09406 1.80515 4.32352 0.258 0.091 0.097
H -0.27632 3.22187 0.88284 -0.190 0.152 -0.033
H -1.21088 2.97938 2.40093 0.376 0.481 -0.277
H 0.22329 4.08841 2.35957 -0.204 -0.114 -0.161
H 3.39131 -1.55892 1.38238 -0.005 0.092 0.118
H 4.27550 -0.32640 2.33045 -0.110 -0.043 -0.108
H 4.27986 -2.52891 3.48105 -0.047 0.088 0.001
H 3.42448 -1.30594 4.43752 -0.061 -0.110 -0.100
H 2.51297 -2.52995 3.50067 0.062 0.105 0.074
Cl -1.20701 1.21232 -6.53879 0.260 -0.511 0.331
C -0.50393 -0.20932 -5.72339 -0.225 0.316 -0.652
N -0.38744 -0.02076 -4.24489 -0.053 0.152 0.129
C 0.53769 1.13572 -3.89925 0.002 0.113 -1.545
C 0.66167 1.25509 -2.41444 -0.403 -0.518 1.467
N -0.14222 0.15533 -1.82206 -0.318 -0.389 -3.661
F -0.00989 0.27419 -0.34193 0.240 1.308 5.095
C 0.36424 -1.18145 -2.20703 -0.184 0.771 1.140
C 0.21264 -1.28916 -3.69488 0.050 -0.463 -1.097
C -1.58793 0.31723 -2.11729 0.961 0.038 1.271
C -1.74906 0.18559 -3.59820 -0.422 -0.063 -1.420
H -1.15476 -1.07300 -5.91150 0.235 0.285 0.109
H 0.50076 -0.37942 -6.13082 -0.327 0.042 0.182
H 1.50587 0.90653 -4.36661 -0.352 0.133 -0.039
H 0.10432 2.03531 -4.35312 0.210 -0.296 0.014
H 1.68741 1.12345 -2.05741 -0.177 0.123 -0.043
H 0.25027 2.19255 -2.02476 0.186 -0.197 -0.041
H 1.40558 -1.23407 -1.87871 -0.186 -0.093 0.052
H -0.23006 -1.91605 -1.65705 0.198 0.067 0.016
H -0.46837 -2.09814 -3.97695 0.233 0.061 -0.059
H 1.17948 -1.41137 -4.19333 -0.222 -0.130 -0.006
H -2.10717 -0.46129 -1.55110 -0.008 0.187 -0.065
H -1.87475 1.30311 -1.73625 -0.027 -0.259 -0.039
H -2.18171 1.08603 -4.04939 0.058 -0.341 0.020
H -2.35184 -0.69505 -3.85945 0.130 0.323 -0.110
```
Positions in Å, forces in eV/Å.

Results
- total charge = +1
- highest occupied orbital energy (eV) = -8.978
- frontier orbital gap (eV) = 5.35

=====

Calculated max |F| in order - 0.019, 0.088, 0.089, 0.102 hartree/bohr
Calculated ΔE to the lowest compared entry with this formula, charge and spin in order - 56.6, 0.0, 0.0, 420.6 kJ/mol